# C6H10N2O

C6H10N2O as an isolated structure at a distorted geometry (ωB97M-V with the def2-TZVPD basis set, OMol25).

Values from the calculation:
ΔE to the lowest compared entry with this formula, charge and spin = 4.379 eV
HOMO level = -8.629 eV
lowest unoccupied orbital energy = 0.109 eV
energy = -11407.70854 eV

Each line ends with the Mulliken charge.
Cartesian coordinates (Å):
C -2.00 -0.21 0.85  -0.5379
N -2.58 -0.08 -0.46  -0.3434
C -2.31 -0.06 -1.62  0.6325
O -2.17 0.00 -2.78  -0.4841
H -1.41 -1.12 0.92  0.2268
H -2.81 -0.26 1.58  0.2885
H -1.36 0.65 1.06  0.2370
C 0.88 1.51 -0.77  -0.9988
C 1.32 0.13 -0.49  0.6750
C 1.72 -0.51 1.82  -0.2847
C 0.97 -1.04 -1.03  -1.1143
N 1.76 0.33 0.86  -0.3117
H 0.04 1.62 -1.45  0.2339
H 1.17 1.62 0.61  0.3422
H 1.71 2.16 -1.04  0.3380
H 1.18 -1.45 1.74  0.1884
H 2.20 -0.26 2.75  0.2808
H 0.48 -1.07 -1.99  0.3464
H 1.22 -1.98 -0.56  0.2856



# C4H7NO

A 2-piece molecular cluster, C4H7NO overall at a distorted geometry (ωB97M-V with the def2-TZVPD basis set, OMol25).

Values from the calculation:
ΔE to the lowest compared entry with this formula, charge and spin = 4.674 eV
HOMO level = -8.246 eV
SMILES string = C=C=NCC=O.[H][H]
lowest unoccupied orbital energy = 0.680 eV
energy = -7794.97047 eV

Each line ends with the Mulliken charge.
Cartesian coordinates (Å):
C 1.98 -0.24 0.38  -1.1167
C 0.88 0.43 0.67  0.7798
N 0.01 1.30 0.69  -0.4885
C -1.29 0.92 0.16  -0.2809
C -1.27 -0.61 0.10  -0.1313
O -0.44 -1.20 0.75  -0.4152
H 2.69 0.33 -0.20  0.3237
H 2.23 -1.24 0.73  0.2937
H -2.06 1.21 0.88  0.2757
H -1.55 1.41 -0.79  0.2623
H -1.99 -1.20 -0.47  0.4218
H 0.75 -0.57 -1.31  0.0564
H 0.05 -0.54 -1.59  0.0192



# C21H18F2N4O2S

C21H18F2N4O2S as an isolated structure at a distorted geometry (ωB97M-V with the def2-TZVPD basis set, OMol25).

Values from the calculation:
ΔE to the lowest compared entry with this formula, charge and spin = 18.455 eV
HOMO level = -8.522 eV
lowest unoccupied orbital energy = -1.430 eV
energy = -48375.72910 eV

Each line ends with the Mulliken charge.
Cartesian coordinates (Å):
C 2.65 1.63 -1.48  -1.3385
C 2.34 0.47 -2.05  0.0147
C 2.11 -0.69 -1.30  -0.6055
N 2.15 -0.67 0.13  0.3389
C 3.30 -0.63 0.63  0.8746
O 3.30 -0.25 2.03  -0.7565
C 4.44 -0.73 0.17  0.3333
N 4.69 -1.30 -1.24  0.2802
N 5.82 -1.31 -1.67  -0.6600
S 6.98 -0.48 -0.67  0.0703
C 5.65 0.18 0.45  -0.6673
H 5.77 0.69 1.19  0.6720
C 0.92 -0.63 0.85  0.3240
C 0.28 0.98 0.73  -0.2688
C 0.64 1.99 1.30  0.4501
C 0.05 3.23 1.31  -0.7082
C -0.79 3.26 0.24  -0.2134
C -1.28 2.28 -0.48  -0.1698
C -0.58 1.20 -0.37  0.2215
F -1.13 0.10 -0.94  -0.2612
H -2.02 2.42 -1.44  0.2467
H -1.37 4.49 0.14  0.0762
H 0.44 4.22 1.82  0.2963
H 1.33 1.93 2.38  0.0556
C -0.09 -1.45 0.58  -0.5624
O 0.20 -2.59 0.15  -0.6636
N -1.18 -1.62 1.58  -0.0874
H -1.30 -0.38 2.00  0.3570
C -2.43 -2.33 1.58  -0.9714
C -3.34 -1.70 0.64  0.4834
C -3.34 -1.81 -0.85  -0.6750
C -4.26 -1.29 -1.78  -1.3524
C -5.08 -0.31 -1.10  0.8369
C -5.17 -0.19 0.21  -0.5807
C -4.31 -0.79 1.07  -0.0551
H -4.25 -0.31 2.17  0.1411
H -5.83 0.66 0.44  0.2822
F -5.96 0.32 -1.68  -0.3208
H -4.24 -1.41 -2.70  0.7339
H -2.76 -2.50 -1.10  0.7947
H -1.92 -3.32 1.22  0.4012
H -2.91 -2.39 2.71  0.2410
H 1.16 -0.50 2.04  0.3633
H 2.60 -1.69 -1.60  0.7182
H 0.84 -1.09 -1.55  0.1613
H 2.16 0.30 -3.12  0.3793
H 2.83 2.38 -2.16  0.5089
H 2.93 1.64 -0.48  0.2614



# C10H21N2S

An isolated ion of composition C10H21N2S and charge +1 at a distorted geometry (ωB97M-V with the def2-TZVPD basis set, OMol25).

Values from the calculation:
net charge = +1
ΔE to the lowest compared entry with this formula, charge and spin = 0.000 eV
HOMO level = -11.822 eV
SMILES string = CN(C)/C=C(S)/[N+](C)=C/C(C)(C)C
lowest unoccupied orbital energy = -3.600 eV
energy = -24516.38203 eV

Each line ends with the Mulliken charge.
Cartesian coordinates (Å):
C 3.28 -2.08 0.66  -0.9226
N 3.17 -0.72 0.20  0.0394
C 4.46 -0.08 0.06  -0.8846
C 1.93 -0.23 0.12  -0.2722
C 1.25 0.72 -0.57  -0.3739
S 1.88 2.06 -1.38  -0.1208
N -0.22 0.80 0.04  0.1857
C -0.36 1.44 1.36  -0.9909
C -1.05 0.17 -0.70  -0.6083
C -2.49 -0.08 -0.45  1.9717
C -2.88 -0.92 -1.70  -2.1331
C -3.39 1.29 -0.55  -1.2249
C -2.89 -0.78 0.84  -1.6444
H 2.51 -2.57 1.28  0.3680
H 3.56 -2.82 -0.08  0.3404
H 4.16 -1.95 1.21  0.2813
H 5.14 -0.21 0.93  0.3637
H 4.95 -0.30 -0.89  0.3403
H 4.15 0.95 -0.09  0.2868
H 1.27 -0.94 0.60  0.3370
H 1.99 2.85 -0.16  0.1658
H -0.55 2.51 1.22  0.3147
H -1.22 1.08 1.70  0.4788
H 0.60 1.18 1.87  0.3106
H -0.69 -0.12 -1.68  0.5889
H -3.86 -1.23 -1.66  0.5300
H -2.17 -1.76 -1.74  0.4653
H -2.73 -0.29 -2.56  0.5267
H -4.29 1.03 -1.13  0.3851
H -3.66 1.54 0.52  0.3491
H -2.81 2.08 -0.98  0.3440
H -2.18 -1.42 1.26  0.4020
H -3.92 -1.22 0.89  0.3313
H -2.98 0.02 1.56  0.4691